{
  "formula": "C7H9BO4",
  "method": "ωB97M-V/def2-TZVPD",
  "homo_lumo_gap_ev": 7.4,
  "spin_multiplicity": 1,
  "charge": 0,
  "molar_mass_g_mol": 167.957,
  "max_force_ev_per_a": 4.88,
  "elements": ["B", "C", "C", "C", "C", "C", "C", "C", "O", "O", "O", "O", "H", "H", "H", "H", "H", "H", "H", "H", "H"],
  "xyz": [[2.053945, -0.024081, 0.145140], [0.067324, -1.096155, -1.122612], [-0.426834, 1.359276, -0.701737], [-0.359612, -2.058106, -1.846453], [-0.425782, 2.617088, -0.682670], [-1.383618, -0.412809, 0.709616], [-0.955223, 0.042772, -0.720772], [-0.560788, -0.014670, 1.957396], [-2.389815, -1.059759, 0.799273], [1.224280, -1.047753, -0.450765], [2.036902, 1.167316, -0.396942], [2.670321, -0.648728, 1.266648], [0.205544, -3.006683, -2.173551], [-1.351455, -2.050053, -2.185299], [0.435593, 3.356979, -0.829988], [-1.380135, 3.108960, -0.660760], [-1.787164, -0.077963, -1.336244], [-0.113774, -0.967957, 2.155178], [-1.129399, 0.256738, 2.778284], [0.203534, 0.620702, 1.679706], [3.366153, -0.065115, 1.616554]],
  "forces_ev_per_angstrom": [[-0.70, -1.10, -0.12], [2.26, 3.01, 2.65], [1.66, -1.25, -0.32], [0.46, -4.18, -2.49], [1.50, 3.07, -0.61], [-0.79, 0.86, 1.24], [2.14, -0.85, 2.09], [-0.59, -2.35, -2.85], [0.03, -0.10, -0.19], [-0.66, -1.12, -0.34], [-1.31, 0.41, 0.40], [0.38, 1.50, -0.88], [-0.57, 1.89, 0.95], [-1.18, 0.18, -0.51], [-1.02, -1.65, 0.45], [-0.70, 0.07, 0.14], [-1.35, 0.15, -1.29], [0.61, -0.59, 0.56], [-1.29, 0.74, 1.33], [1.52, 1.64, -0.11], [-0.41, -0.32, -0.08]],
  "lowdin_charge": [-0.893, -0.322, 0.098, 0.086, 0.096, -0.338, -0.124, 0.053, 0.121, 0.127, 0.090, 0.120, 0.122, 0.055, 0.143, 0.100, 0.143, 0.105, 0.075, 0.043, 0.100]
}

***

{
  "formula": "C7H9Br2EuF3NO",
  "method": "ωB97M-V/def2-TZVPD",
  "homo_lumo_gap_ev": [6.5, 6.7],
  "spin_multiplicity": 8,
  "charge": 1,
  "s_squared": 15.762,
  "molar_mass_g_mol": 491.921,
  "max_force_ev_per_a": 2.63,
  "elements": ["C", "C", "Br", "C", "Br", "N", "C", "C", "O", "C", "C", "F", "F", "F", "H", "H", "H", "H", "H", "H", "H", "H", "H", "Eu"],
  "xyz": [[1.791422, -1.728583, 0.879311], [2.090207, -1.598793, -0.581345], [2.391198, -3.182674, -1.594490], [2.111691, -0.432044, -1.165201], [2.452238, -0.307492, -3.104672], [1.867626, 0.759401, -0.413112], [0.423939, 1.077679, -0.568997], [-0.215407, 1.502022, 0.755472], [-1.610131, 1.609231, 0.566128], [-2.324170, 0.418801, 0.827483], [-3.225341, 0.109982, -0.331276], [-4.123637, 1.053861, -0.483558], [-2.545868, 0.013598, -1.455138], [-3.867776, -1.023921, -0.149102], [0.719189, -1.576924, 0.977342], [2.313547, -0.984156, 1.457722], [1.986243, -2.731863, 1.236531], [0.266084, 1.875275, -1.290219], [-0.085675, 0.163218, -0.851122], [0.065085, 0.825185, 1.565099], [0.137830, 2.489718, 1.050034], [-1.665273, -0.418084, 1.044972], [-2.926388, 0.578080, 1.720343], [3.973366, 1.508485, -0.092204]],
  "forces_ev_per_angstrom": [[-0.51, -0.73, -0.45], [0.67, -1.99, 0.14], [-0.15, 0.06, 0.56], [0.56, 2.56, -0.15], [0.02, 0.54, 0.68], [0.10, -0.35, -1.28], [0.45, 0.12, 1.14], [0.25, 0.41, -0.49], [0.12, -0.15, 0.28], [0.31, 0.49, 0.78], [0.31, 0.21, 0.56], [-0.90, 1.08, -0.20], [0.79, -0.14, -1.19], [-0.49, -1.22, 0.36], [-0.16, 0.16, 0.34], [0.07, 0.14, 0.29], [0.24, -0.07, 0.10], [-0.19, -0.13, -0.29], [-0.24, 0.01, -0.48], [-0.17, -0.23, 0.03], [-0.01, 0.19, 0.02], [0.11, -0.24, -0.26], [-0.29, -0.10, 0.01], [-0.90, -0.62, -0.50]],
  "lowdin_charge": [-0.110, -0.790, 0.751, -0.935, 0.630, -0.377, -0.217, -0.213, -0.098, -0.088, -0.692, 0.187, 0.171, 0.176, 0.079, 0.057, 0.072, 0.123, 0.107, 0.113, 0.120, 0.132, 0.150, 1.651]
}

***

{
  "formula": "C7H9BrClN3O",
  "method": "ωB97M-V/def2-TZVPD",
  "homo_lumo_gap_ev": [6.6, 7.9],
  "spin_multiplicity": 1,
  "charge": 0,
  "molar_mass_g_mol": 266.526,
  "max_force_ev_per_a": 5.42,
  "elements": ["C", "C", "C", "C", "C", "C", "C", "N", "N", "N", "O", "Cl", "Br", "H", "H", "H", "H", "H", "H", "H", "H", "H"],
  "xyz": [[-1.527752, -0.781758, 0.957852], [-2.747587, 0.182289, -0.549486], [-0.638883, 0.319156, 1.097881], [-0.911132, 1.351172, 0.116377], [0.905675, -1.427801, -1.695032], [0.344479, 0.294268, 2.143935], [2.139075, -0.674046, 0.197417], [-2.548020, -0.854990, 0.138903], [-1.953283, 1.223118, -0.690176], [-0.098178, 2.451863, -0.105408], [1.226106, -0.451322, -0.810016], [2.961732, -2.163975, 0.294067], [3.318997, 1.024694, 0.258146], [-1.435399, -1.728473, 1.558455], [-3.658214, 0.282958, -1.240051], [0.664854, -2.345370, -1.166113], [1.600241, -1.564608, -2.421596], [0.011303, -1.009017, -2.036877], [1.189148, 1.142679, 2.194400], [0.499074, -0.620275, 2.702781], [0.881226, 2.432347, 0.098964], [-0.223460, 2.917087, -1.044424]],
  "forces_ev_per_angstrom": [[1.19, -1.12, 1.54], [-2.42, 2.79, -3.97], [-0.57, -0.30, 0.83], [1.13, -0.14, -0.20], [-2.41, -1.45, 1.52], [2.03, 1.99, -1.74], [-0.80, 2.34, -1.13], [-0.48, -2.43, 1.40], [0.56, 1.28, 0.32], [-0.70, 0.46, -1.52], [3.06, 1.43, 3.54], [0.05, -0.01, -0.10], [-0.47, -1.29, 0.01], [0.48, 1.23, -0.26], [1.16, -0.63, 1.16], [0.04, -0.38, -0.20], [2.16, -0.45, -2.24], [-1.55, -0.04, -1.46], [-2.30, -2.10, 0.13], [-0.14, 0.21, 0.17], [0.28, -0.49, 0.56], [-0.32, -0.90, 1.63]],
  "lowdin_charge": [-0.110, -0.284, -0.249, -0.338, -0.121, 0.057, -1.022, 0.066, 0.116, 0.140, -0.291, 0.685, 0.555, 0.135, 0.131, 0.092, 0.069, 0.089, 0.079, 0.055, 0.016, 0.131]
}

***

{
  "formula": "C7H9BrF3IrNO8S",
  "method": "ωB97M-V/def2-TZVPD",
  "homo_lumo_gap_ev": [9.6, 7.0],
  "spin_multiplicity": 2,
  "charge": 0,
  "s_squared": 0.754,
  "molar_mass_g_mol": 596.330,
  "max_force_ev_per_a": 0.72,
  "elements": ["Ir", "O", "C", "C", "N", "C", "C", "O", "O", "C", "C", "O", "O", "H", "H", "H", "H", "H", "H", "H", "H", "H", "Br", "F", "C", "F", "F", "S", "O", "O", "O"],
  "xyz": [[0.071178, 0.209532, -0.122894], [-1.351299, 1.544023, 0.519786], [-0.725383, 2.624509, 1.223417], [0.253669, 1.944864, 2.155858], [1.130787, 0.975861, 1.413492], [1.407844, -0.199815, 2.282486], [0.153456, -1.098489, 2.306820], [-0.076198, -1.796417, 3.250043], [-0.614327, -1.049642, 1.212911], [2.271394, 1.658320, 0.751513], [1.795917, 2.327807, -0.554795], [2.362165, 3.286196, -0.993225], [0.743707, 1.751350, -1.145023], [-1.922062, 1.766584, -0.301796], [-1.480079, 3.163579, 1.794704], [-0.248050, 3.307786, 0.521068], [-0.307292, 1.369980, 2.891766], [0.882682, 2.666808, 2.678113], [1.667685, 0.099838, 3.296743], [2.224749, -0.770150, 1.844061], [3.002217, 0.897763, 0.478954], [2.732316, 2.400205, 1.401231], [1.788363, -1.271803, -0.917604], [-2.511620, 1.345432, -4.608969], [-1.591906, 0.673061, -3.921901], [-1.247552, -0.414901, -4.601923], [-0.523456, 1.440508, -3.756525], [-2.290194, 0.182949, -2.292974], [-2.572491, 1.454424, -1.626990], [-3.391888, -0.667691, -2.570979], [-1.135938, -0.525665, -1.657771]],
  "forces_ev_per_angstrom": [[-0.17, -0.45, -0.53], [-0.31, 0.13, 0.08], [0.01, 0.02, -0.02], [-0.01, 0.07, 0.05], [0.04, -0.02, 0.02], [0.03, 0.05, -0.02], [0.03, -0.07, -0.06], [-0.03, -0.06, 0.08], [0.08, 0.19, 0.13], [0.00, 0.00, -0.01], [0.03, -0.11, -0.09], [0.03, 0.06, -0.01], [0.17, 0.11, 0.19], [0.07, -0.08, 0.10], [0.01, -0.01, 0.01], [-0.01, 0.01, 0.00], [-0.02, 0.00, 0.00], [0.00, -0.02, 0.01], [-0.01, 0.02, -0.01], [0.01, -0.01, 0.00], [0.03, 0.03, 0.00], [0.00, 0.01, 0.01], [-0.04, 0.04, 0.04], [0.01, -0.01, 0.02], [-0.06, -0.03, -0.05], [0.00, 0.00, -0.01], [0.04, 0.03, 0.01], [-0.13, 0.18, 0.03], [0.02, -0.05, -0.13], [0.07, -0.02, 0.00], [0.09, -0.03, 0.13]],
  "lowdin_charge": [1.361, -0.193, -0.148, -0.094, -0.302, -0.092, -0.586, 0.135, -0.186, -0.083, -0.589, 0.135, -0.212, 0.067, 0.145, 0.131, 0.141, 0.146, 0.143, 0.097, 0.101, 0.141, 0.312, 0.154, -0.677, 0.157, 0.154, 0.601, -0.279, -0.212, -0.466]
}

***

{
  "formula": "C7H9BrN2O3S",
  "method": "ωB97M-V/def2-TZVPD",
  "smiles": "CC(=O)N[C@@]1(S(=O)(=O)Br)C=CCC=N1",
  "homo_lumo_gap_ev": 8.6,
  "spin_multiplicity": 1,
  "charge": 0,
  "molar_mass_g_mol": 281.131,
  "max_force_ev_per_a": 5.31,
  "elements": ["C", "C", "O", "N", "C", "S", "O", "O", "Br", "C", "C", "C", "C", "N", "H", "H", "H", "H", "H", "H", "H", "H", "H"],
  "xyz": [[0.035783, -3.613164, 0.793337], [-0.165734, -2.381995, -0.112016], [-0.430697, -2.305973, -1.281130], [-0.015995, -1.285361, 0.644530], [-0.055918, 0.089633, 0.155269], [1.599690, 0.532108, -0.962760], [1.585646, 1.981379, -1.068269], [1.586722, -0.283698, -2.141650], [3.407542, 0.012648, 0.197619], [-0.888289, 0.545923, -0.902568], [-1.239113, 1.885505, -1.074530], [-0.849221, 2.872217, 0.023017], [-0.268925, 2.198904, 1.188554], [0.091924, 0.945280, 1.357498], [0.618964, -3.275430, 1.585594], [-0.888237, -3.980117, 1.177036], [0.498523, -4.355330, 0.129135], [0.330132, -1.329897, 1.673937], [-1.053575, -0.182439, -1.696735], [-1.810292, 2.136145, -1.893966], [-0.200760, 3.738699, -0.272327], [-1.828282, 3.326267, 0.423445], [-0.059877, 2.728688, 2.056988]],
  "forces_ev_per_angstrom": [[-0.35, -0.02, -3.11], [-0.26, -1.01, 0.99], [-0.18, -0.81, -0.65], [0.90, 3.54, 2.35], [2.25, -0.12, 2.71], [-0.45, 0.77, 0.00], [0.55, -1.01, -0.03], [0.27, 0.22, 0.18], [0.17, -0.17, 0.29], [-2.70, 2.50, -2.24], [2.43, -3.37, 3.31], [-1.98, 0.60, -0.53], [1.28, -3.74, -0.09], [-1.00, 1.40, -2.06], [1.34, -0.11, 1.36], [-0.81, -0.27, 0.09], [0.05, -0.07, 0.69], [-0.91, 0.20, -2.73], [-0.36, 0.27, 0.27], [-0.98, 0.80, -1.64], [-0.53, -0.84, -0.03], [1.24, -0.24, -0.55], [0.05, 1.47, 1.43]],
  "lowdin_charge": [0.029, -0.533, 0.083, 0.098, -0.437, 0.353, -0.389, -0.351, 0.419, -0.090, -0.003, -0.160, -0.122, 0.111, 0.046, 0.078, 0.100, 0.184, 0.115, 0.085, 0.139, 0.149, 0.098]
}

***

{
  "formula": "C7H9Cl",
  "method": "ωB97M-V/def2-TZVPD",
  "smiles": "CC1=C[C@H](Cl)CC=C1",
  "homo_lumo_gap_ev": 8.7,
  "spin_multiplicity": 1,
  "charge": 0,
  "molar_mass_g_mol": 128.602,
  "max_force_ev_per_a": 7.55,
  "elements": ["C", "C", "C", "C", "Cl", "C", "C", "C", "H", "H", "H", "H", "H", "H", "H", "H", "H"],
  "xyz": [[2.001489, -1.096583, -0.212005], [0.851645, -0.269994, -0.195771], [-0.150533, -0.859098, 0.514024], [-1.521198, -0.348169, 0.684238], [-2.328757, -1.054646, -0.811094], [-1.419297, 1.163899, 0.544180], [-0.478430, 1.650420, -0.612302], [0.569779, 0.843145, -0.877886], [2.202900, -1.459516, -1.356112], [2.830712, -0.434705, 0.156245], [2.010105, -2.037934, 0.335421], [0.252692, -1.810572, 0.883640], [-1.871277, -0.932023, 1.622939], [-2.512222, 1.446649, 0.342256], [-0.963960, 1.555445, 1.499307], [-0.746042, 2.594545, -0.941674], [1.272394, 1.049138, -1.575403]],
  "forces_ev_per_angstrom": [[4.49, -0.44, -3.46], [-4.23, -4.72, 4.10], [2.09, -0.52, 0.35], [1.68, -1.78, 0.22], [-0.79, 0.06, 0.29], [-1.36, 0.39, -0.16], [-0.56, -3.33, 2.51], [-1.92, 4.55, -1.08], [0.05, 1.06, 2.48], [0.07, -1.02, -0.63], [-0.38, 0.41, 0.25], [-1.52, 0.11, 0.47], [-0.42, 1.87, -1.54], [1.68, 0.55, 0.60], [-0.88, -0.12, -0.66], [0.05, 1.51, -1.25], [1.95, 1.42, -2.51]],
  "lowdin_charge": [-0.082, -0.397, -0.152, -0.628, 0.574, -0.207, -0.014, -0.095, 0.147, 0.103, 0.074, 0.106, 0.143, 0.123, 0.137, 0.078, 0.089]
}

***

Copy entry 3 word for word.
{
  "formula": "C7H9BrClN3O",
  "method": "ωB97M-V/def2-TZVPD",
  "homo_lumo_gap_ev": [6.6, 7.9],
  "spin_multiplicity": 1,
  "charge": 0,
  "molar_mass_g_mol": 266.526,
  "max_force_ev_per_a": 5.42,
  "elements": ["C", "C", "C", "C", "C", "C", "C", "N", "N", "N", "O", "Cl", "Br", "H", "H", "H", "H", "H", "H", "H", "H", "H"],
  "xyz": [[-1.527752, -0.781758, 0.957852], [-2.747587, 0.182289, -0.549486], [-0.638883, 0.319156, 1.097881], [-0.911132, 1.351172, 0.116377], [0.905675, -1.427801, -1.695032], [0.344479, 0.294268, 2.143935], [2.139075, -0.674046, 0.197417], [-2.548020, -0.854990, 0.138903], [-1.953283, 1.223118, -0.690176], [-0.098178, 2.451863, -0.105408], [1.226106, -0.451322, -0.810016], [2.961732, -2.163975, 0.294067], [3.318997, 1.024694, 0.258146], [-1.435399, -1.728473, 1.558455], [-3.658214, 0.282958, -1.240051], [0.664854, -2.345370, -1.166113], [1.600241, -1.564608, -2.421596], [0.011303, -1.009017, -2.036877], [1.189148, 1.142679, 2.194400], [0.499074, -0.620275, 2.702781], [0.881226, 2.432347, 0.098964], [-0.223460, 2.917087, -1.044424]],
  "forces_ev_per_angstrom": [[1.19, -1.12, 1.54], [-2.42, 2.79, -3.97], [-0.57, -0.30, 0.83], [1.13, -0.14, -0.20], [-2.41, -1.45, 1.52], [2.03, 1.99, -1.74], [-0.80, 2.34, -1.13], [-0.48, -2.43, 1.40], [0.56, 1.28, 0.32], [-0.70, 0.46, -1.52], [3.06, 1.43, 3.54], [0.05, -0.01, -0.10], [-0.47, -1.29, 0.01], [0.48, 1.23, -0.26], [1.16, -0.63, 1.16], [0.04, -0.38, -0.20], [2.16, -0.45, -2.24], [-1.55, -0.04, -1.46], [-2.30, -2.10, 0.13], [-0.14, 0.21, 0.17], [0.28, -0.49, 0.56], [-0.32, -0.90, 1.63]],
  "lowdin_charge": [-0.110, -0.284, -0.249, -0.338, -0.121, 0.057, -1.022, 0.066, 0.116, 0.140, -0.291, 0.685, 0.555, 0.135, 0.131, 0.092, 0.069, 0.089, 0.079, 0.055, 0.016, 0.131]
}